Below is a 2-piece molecular cluster, C8H18NO overall in a non-equilibrium geometry, with properties calculated with ωB97M-V with the def2-TZVPD basis set.

```
28
Properties=species:S:1:pos:R:3:lowdin_charge:R:1
C -0.717 2.050 -1.029 -0.1319
C 0.599 2.644 -1.396 -0.0405
C -0.255 -2.612 -0.947 -0.1198
C 0.946 1.202 1.682 0.0124
C -2.072 0.504 0.016 -0.1281
C 0.806 -2.373 0.086 -0.2171
C 0.406 -1.282 1.203 -0.0666
C 0.974 0.033 0.862 -0.2940
N -0.872 1.034 -0.286 -0.0629
O 1.824 0.173 -0.123 0.1422
H -1.575 2.397 -1.560 0.1212
H 0.818 2.710 -2.503 0.1151
H 0.660 3.697 -1.060 0.1020
H 1.348 2.065 -0.890 0.0367
H -0.538 -1.612 -1.564 0.1280
H 0.076 -3.369 -1.694 0.0905
H -1.104 -3.158 -0.620 0.0636
H 0.893 2.057 1.165 0.0376
H 1.736 1.222 2.486 0.1492
H -0.050 1.004 2.307 0.1622
H -2.817 0.817 -0.717 0.1040
H -2.378 0.700 1.034 0.1042
H -1.918 -0.608 -0.075 0.0794
H 0.981 -3.394 0.563 0.1436
H 1.784 -2.274 -0.275 0.0722
H -0.694 -1.295 1.253 0.1207
H 0.702 -1.537 2.212 0.1424
H 2.250 -0.493 -0.633 0.1339
```

As for the charge: +1. The electronic energy is -445.26561 Ha. The max |F| comes out at 6.89 eV/Å. As for the frontier orbital gap: 9.580 eV. The value obtained for the energy above the lowest of the compared OMol25 structures with the same formula, charge and spin is 51.7 kcal per mole.

---

Below is a 4-piece molecular cluster, C25H64FN3O11PS overall in a non-equilibrium geometry, with properties calculated with ωB97M-V with the def2-TZVPD basis set.

```
106
Properties=species:S:1:pos:R:3:lowdin_charge:R:1
O -0.718 -2.382 5.423 -0.3897
S 0.062 -2.852 4.158 0.8034
O 0.279 -4.408 4.313 -0.4230
O -1.059 -2.670 2.840 -0.2474
C 1.672 -1.947 3.851 -0.2532
C 2.370 -1.295 5.184 -0.2509
C 2.769 0.316 4.984 -0.3257
P 4.287 0.593 3.858 0.4809
F 4.934 1.771 5.027 -0.4141
C 3.441 2.075 2.981 -0.2989
C 2.827 1.546 1.520 -0.2756
O 2.156 2.746 0.936 -0.1951
C 5.863 0.911 2.758 -0.3288
C 7.195 0.086 3.322 -0.3087
O 7.036 -1.302 2.857 -0.1919
H -0.723 -3.154 2.030 0.0765
H 2.405 -2.714 3.314 0.1285
H 1.450 -1.074 3.093 0.0950
H 3.284 -1.919 5.611 0.1149
H 1.565 -1.292 6.063 0.1060
H 3.066 0.723 6.065 0.0980
H 1.778 0.834 4.622 0.0706
H 5.080 -0.419 4.553 0.0061
H 3.831 -0.369 2.886 -0.0082
H 4.199 2.948 2.682 0.0844
H 2.604 2.602 3.639 0.0824
H 3.687 1.218 0.787 0.1030
H 2.061 0.669 1.639 0.0950
H 2.922 3.216 0.450 0.0989
H 6.183 2.046 2.748 0.0735
H 5.598 0.497 1.676 0.0707
H 8.120 0.550 2.737 0.1022
H 7.331 0.207 4.480 0.1153
H 7.447 -1.302 1.921 0.1010
C 0.208 -0.755 -2.845 -0.1088
O 1.113 -1.821 -3.098 -0.2057
C 1.760 -2.301 -1.913 -0.1981
C 1.282 -3.723 -1.581 -0.2041
N -0.106 -3.723 -1.112 -0.0566
C -0.696 -5.062 -1.019 -0.1972
C -0.864 -5.852 -2.333 -0.2150
O -1.818 -5.282 -3.232 -0.1780
C -1.295 -4.269 -4.082 -0.0963
H -0.133 -0.362 -3.806 0.0827
H -0.666 -1.110 -2.292 0.0768
H 0.697 0.055 -2.293 0.0908
H 1.624 -1.623 -1.061 0.1216
H 2.832 -2.338 -2.136 0.1204
H 1.926 -4.148 -0.802 0.1237
H 1.393 -4.331 -2.487 0.0996
H -0.672 -3.168 -1.751 0.0694
H -1.691 -4.933 -0.576 0.1173
H -0.113 -5.661 -0.311 0.1182
H -1.262 -6.837 -2.067 0.1179
H 0.089 -6.042 -2.838 0.1078
H -0.244 -4.434 -4.333 0.0958
H -1.431 -3.290 -3.621 0.0720
H -1.875 -4.273 -5.009 0.0720
C -2.758 1.589 -7.925 -0.1150
O -3.571 1.012 -6.911 -0.1999
C -4.904 0.731 -7.353 -0.2052
C -5.138 -0.786 -7.417 -0.2079
N -4.388 -1.394 -8.519 -0.0584
C -4.371 -2.860 -8.481 -0.1968
C -3.663 -3.526 -7.283 -0.2177
O -2.250 -3.315 -7.257 -0.1950
C -1.846 -2.104 -6.631 -0.1068
H -1.812 1.894 -7.470 0.0903
H -2.540 0.859 -8.709 0.0752
H -3.237 2.474 -8.358 0.0866
H -5.135 1.213 -8.310 0.1197
H -5.578 1.154 -6.600 0.1187
H -6.208 -0.980 -7.558 0.1208
H -4.837 -1.210 -6.453 0.1018
H -3.426 -1.063 -8.490 0.0683
H -3.864 -3.189 -9.395 0.1167
H -5.400 -3.232 -8.543 0.1151
H -3.797 -4.608 -7.392 0.1207
H -4.118 -3.264 -6.322 0.1098
H -2.522 -1.802 -5.827 0.0911
H -1.757 -1.312 -7.376 0.0711
H -0.851 -2.259 -6.205 0.0887
C -0.221 7.454 4.707 -0.1156
O -1.034 6.878 5.721 -0.2018
C -2.368 6.596 5.279 -0.2101
C -2.602 5.080 5.215 -0.2127
N -1.851 4.471 4.112 -0.0564
C -1.834 3.006 4.151 -0.1917
C -1.126 2.340 5.349 -0.2044
O 0.287 2.551 5.375 -0.2081
C 0.691 3.762 6.001 -0.0930
H 0.725 7.760 5.162 0.0890
H -0.003 6.725 3.922 0.0788
H -0.700 8.339 4.273 0.0834
H -2.598 7.079 4.321 0.1179
H -3.041 7.020 6.031 0.1144
H -3.671 4.885 5.074 0.1183
H -2.300 4.656 6.179 0.1002
H -0.890 4.803 4.142 0.0706
H -1.327 2.677 3.236 0.1201
H -2.863 2.634 4.089 0.1137
H -1.260 1.258 5.240 0.1209
H -1.581 2.602 6.310 0.1068
H 0.015 4.063 6.805 0.0852
H 0.780 4.554 5.256 0.0691
H 1.686 3.607 6.427 0.0932
```

As for the charge: -1. The electronic energy is -2821.89585 Ha. The max |F| comes out at 7.67 eV/Å. As for the frontier orbital gap: 6.120 eV.

---

Below is a 2-piece molecular cluster, C4H9F3NOP overall in a non-equilibrium geometry, with properties calculated with ωB97M-V with the def2-TZVPD basis set.

```
19
Properties=species:S:1:pos:R:3:lowdin_charge:R:1
C -0.860 2.224 -1.417 -0.0679
C 1.835 -3.459 -0.307 0.0441
C -1.170 0.997 -0.536 -0.3167
C 2.432 0.827 0.058 -0.7015
N 0.219 0.650 1.824 -0.1477
O -0.111 0.071 -0.552 -0.3436
F 2.407 0.865 -1.275 0.1083
F 2.365 2.098 0.531 0.0795
F 3.584 0.351 0.507 0.1112
P 0.884 -0.134 0.675 0.8602
H 0.255 2.489 -1.352 0.1008
H -1.141 2.005 -2.408 0.0473
H -1.479 3.048 -1.176 0.0562
H 1.943 -3.799 -1.339 -0.0116
H 2.584 -2.847 0.227 -0.0256
H 0.968 -3.688 0.310 -0.0215
H -2.212 0.459 -0.712 0.1530
H -1.241 1.417 0.550 0.0976
H 0.587 0.359 2.688 -0.0223
```

The electronic energy is -928.61373 Ha. The max |F| comes out at 3.70 eV/Å. As for the frontier orbital gap (alpha / beta): 9.576 / 8.262 eV. Its spin multiplicity is 3. The value obtained for the energy above the lowest of the compared OMol25 structures with the same formula, charge and spin is 5.0 kcal per mole.

---

Below is C50H82F30N11O22S10 as an isolated structure in a non-equilibrium geometry, with properties calculated with ωB97M-V with the def2-TZVPD basis set.

```
205
Properties=species:S:1:pos:R:3:lowdin_charge:R:1
C -6.639 10.019 1.366 -0.0735
C -6.257 8.476 1.155 -0.1706
C -7.367 7.789 0.326 -0.1142
N -7.144 6.292 0.411 -0.2206
C -5.667 5.893 -0.013 -0.0978
C -5.370 6.238 -1.460 -0.1861
C -6.271 5.518 -2.442 -0.1689
C -7.783 5.880 -2.135 -0.1184
C -8.071 5.585 -0.618 -0.1092
C -7.534 5.541 1.704 0.0412
H -6.201 10.471 2.256 0.0683
H -7.705 10.173 1.532 0.0649
H -6.465 10.815 0.642 0.0696
H -6.142 7.949 2.102 0.1034
H -5.322 8.391 0.603 0.0985
H -7.416 8.107 -0.715 0.1268
H -8.346 7.874 0.798 0.1387
H -4.881 6.101 0.713 0.1329
H -5.564 4.809 0.044 0.1303
H -5.480 7.315 -1.587 0.1117
H -4.325 5.996 -1.651 0.1295
H -6.084 5.979 -3.411 0.1123
H -6.018 4.470 -2.606 0.1237
H -8.074 6.878 -2.461 0.1075
H -8.301 5.130 -2.733 0.1185
H -9.127 5.648 -0.353 0.1305
H -7.944 4.514 -0.462 0.1288
H -8.619 5.561 1.803 0.1050
H -7.139 6.166 2.505 0.0998
H -7.275 4.483 1.743 0.1179
C 6.881 -3.863 -4.207 -0.0998
C 6.071 -4.010 -5.495 -0.2067
C 4.571 -3.860 -5.011 -0.1090
N 3.573 -4.062 -6.156 -0.2359
C 2.222 -3.815 -5.574 -0.0935
C 1.139 -3.609 -6.695 -0.1188
C 1.513 -2.467 -7.710 -0.1734
C 2.860 -2.741 -8.219 -0.2479
C 3.901 -2.903 -7.218 -0.1001
C 3.729 -5.395 -6.945 0.0622
H 6.822 -4.750 -3.577 0.0839
H 6.599 -3.001 -3.601 0.0836
H 7.911 -3.927 -4.558 0.0774
H 6.134 -5.011 -5.922 0.1045
H 6.392 -3.182 -6.128 0.1047
H 4.384 -2.865 -4.609 0.1289
H 4.283 -4.676 -4.348 0.1419
H 2.286 -2.846 -5.079 0.1287
H 2.060 -4.624 -4.862 0.1478
H 0.185 -3.420 -6.204 0.1189
H 0.920 -4.499 -7.285 0.1105
H 1.257 -1.522 -7.232 0.1238
H 0.928 -2.621 -8.617 0.1228
H 3.193 -2.053 -8.997 0.1383
H 2.762 -3.629 -8.843 0.1253
H 3.851 -1.966 -6.664 0.1420
H 4.861 -3.012 -7.722 0.1310
H 3.888 -6.247 -6.284 0.1125
H 4.737 -5.363 -7.358 0.0933
H 2.823 -5.586 -7.520 0.1061
C 13.840 9.002 0.282 0.0516
N 12.526 8.222 0.423 -0.0543
C 11.396 8.898 0.927 0.0687
C 10.217 8.148 1.198 0.0913
C 10.225 6.748 0.842 -0.1420
C 11.383 6.158 0.406 0.0354
C 12.547 6.882 0.230 0.0289
C 9.126 5.822 1.180 -0.1491
C 7.900 5.930 0.506 0.0766
C 6.840 5.066 0.855 0.0591
N 7.026 4.149 1.832 -0.0931
C 8.208 3.959 2.438 0.0316
C 9.197 4.893 2.241 0.0628
C 5.863 3.456 2.420 0.0657
H 13.763 10.090 0.291 0.1054
H 14.367 8.825 -0.655 0.1084
H 14.394 8.643 1.149 0.1114
H 11.310 9.974 0.960 0.1454
H 9.313 8.432 1.717 0.1357
H 11.370 5.089 0.250 0.1457
H 13.511 6.432 0.041 0.1582
H 7.786 6.577 -0.351 0.1423
H 5.845 5.211 0.463 0.1620
H 8.025 3.336 3.301 0.1489
H 10.078 5.032 2.851 0.1408
H 5.235 4.274 2.772 0.1264
H 6.197 2.732 3.163 0.1139
H 5.465 2.928 1.553 0.1230
C -1.405 -5.289 8.759 0.0308
N -2.494 -5.514 7.706 -0.3258
C -3.643 -6.264 8.316 -0.0018
C -2.928 -4.065 7.374 -0.0011
C -2.012 -6.246 6.362 -0.0240
C -1.174 -5.242 5.471 -0.2064
O -0.612 -5.997 4.365 -0.0406
H -1.160 -6.288 9.119 0.1111
H -1.890 -4.699 9.537 0.1117
H -0.618 -4.785 8.198 0.0989
H -3.997 -5.611 9.115 0.1005
H -3.501 -7.252 8.754 0.1183
H -4.418 -6.191 7.553 0.1128
H -2.107 -3.349 7.386 0.1107
H -3.566 -3.672 8.165 0.1079
H -3.510 -4.017 6.453 0.1130
H -2.817 -6.711 5.793 0.1364
H -1.392 -7.105 6.620 0.1315
H -0.397 -4.700 6.011 0.1176
H -1.892 -4.540 5.047 0.1053
H 0.189 -5.536 4.104 0.0876
C -0.012 -0.039 0.189 0.0490
N -1.052 -1.123 -0.367 -0.2888
C -0.165 -2.376 -0.612 0.0164
C -1.935 -1.397 0.872 0.0050
C -1.781 -0.705 -1.693 -0.0300
C -2.313 0.786 -1.773 -0.2108
O -3.488 0.741 -1.031 -0.0603
H -0.612 0.848 0.395 0.0929
H 0.719 -0.004 -0.619 0.1001
H 0.416 -0.416 1.118 0.1019
H 0.691 -2.181 -1.258 0.1006
H -0.755 -3.141 -1.117 0.1107
H 0.141 -2.744 0.368 0.1048
H -2.700 -2.093 0.526 0.1117
H -2.494 -0.498 1.130 0.0953
H -1.457 -1.723 1.796 0.1020
H -2.416 -1.485 -2.113 0.1468
H -0.871 -0.722 -2.293 0.1140
H -2.401 1.156 -2.794 0.1290
H -1.716 1.562 -1.292 0.1098
H -4.027 0.079 -1.471 0.0826
C -7.333 -0.895 0.715 -0.6444
F -8.273 -1.205 1.620 0.1350
F -7.565 0.282 0.118 0.1065
F -6.116 -0.793 1.251 0.1101
S -7.343 -2.314 -0.597 0.6871
O -6.486 -3.364 -0.018 -0.3323
O -8.776 -2.595 -0.767 -0.3205
N -6.594 -1.575 -1.993 -0.3291
S -7.370 -2.394 -3.122 0.5594
O -7.401 -3.798 -2.879 -0.3123
O -8.672 -1.851 -3.595 -0.3376
C -6.089 -2.082 -4.705 -0.5122
F -5.577 -0.843 -4.687 0.0780
F -4.920 -2.850 -4.621 0.0451
F -6.804 -2.332 -5.853 0.0883
C -7.898 4.985 7.844 -0.7081
F -7.987 4.565 6.565 0.0971
F -7.916 6.298 7.719 0.1369
F -8.893 4.597 8.545 0.1973
S -6.267 4.392 8.657 0.6836
O -5.910 5.545 9.503 -0.3322
O -6.470 3.219 9.444 -0.2820
N -5.243 4.417 7.253 -0.2970
S -4.927 2.962 7.126 0.4774
O -4.138 2.324 8.167 -0.3229
O -6.116 2.195 6.775 -0.3469
C -3.884 2.943 5.453 -0.6100
F -4.782 3.106 4.454 0.0987
F -2.979 3.979 5.531 0.0679
F -3.177 1.843 5.433 0.1400
C 4.598 2.038 -3.182 -0.6473
F 5.098 1.294 -4.222 0.0877
F 4.528 1.191 -2.195 0.1475
F 5.444 3.006 -2.860 0.1307
S 2.846 2.714 -3.770 0.6942
O 3.110 3.601 -4.866 -0.2880
O 2.097 1.512 -4.194 -0.3325
N 2.226 3.448 -2.306 -0.3244
S 1.716 4.800 -2.679 0.5212
O 2.754 5.790 -3.038 -0.3614
O 0.557 4.829 -3.602 -0.3276
C 1.054 5.430 -0.936 -0.6123
F 1.830 4.937 0.073 0.0665
F 0.909 6.756 -0.869 0.1429
F -0.082 4.751 -0.775 0.0976
C -3.708 -9.002 -4.642 -0.7368
F -4.480 -8.360 -3.848 0.1719
F -3.841 -10.277 -4.406 0.1525
F -4.184 -8.859 -5.882 0.1326
S -1.943 -8.342 -4.358 0.7240
O -1.522 -8.228 -5.743 -0.3234
O -2.064 -7.135 -3.500 -0.3372
N -1.343 -9.677 -3.394 -0.2966
S -0.025 -10.050 -4.052 0.5277
O -0.116 -10.754 -5.315 -0.3257
O 0.908 -8.871 -4.128 -0.3819
C 0.769 -11.270 -2.879 -0.5991
F 1.774 -12.047 -3.380 0.1069
F 1.216 -10.505 -1.897 0.1136
F -0.113 -12.183 -2.307 0.0709
C 4.757 -4.922 4.902 -0.6327
F 3.731 -5.780 5.079 0.0867
F 4.803 -4.167 5.966 0.1403
F 5.907 -5.575 4.635 0.1461
S 3.956 -3.731 3.566 0.6601
O 2.832 -3.045 4.137 -0.3367
O 5.085 -2.882 3.082 -0.3652
N 3.328 -4.851 2.430 -0.3266
S 4.476 -5.121 1.368 0.6067
O 4.292 -4.243 0.200 -0.3684
O 5.841 -5.327 1.936 -0.3515
C 3.922 -6.860 0.716 -0.7078
F 4.344 -7.702 1.663 0.1232
F 2.630 -6.872 0.743 0.1619
F 4.412 -7.115 -0.475 0.1681
```

As for the charge: +1. The electronic energy is -11188.70451 Ha. The max |F| comes out at 7.78 eV/Å. As for the frontier orbital gap: 1.778 eV. The value obtained for the energy above the lowest of the compared OMol25 structures with the same formula, charge and spin is 0.0 kcal per mole.

---

> Number 1 is which compound?

C8H18NO